# 1
Formula: C30H33N3O3
Source: the OMol25 dataset
Level of theory: wB97M-V/def2-TZVPD

```
! RIJCOSX wB97M-V def2-TZVPD def2/J DEFGRID3
* xyz 0 1
H 2.77076 3.11366 -3.10900
C -1.01119 2.07588 4.72914
C -0.45291 -0.86928 1.85062
C -2.36490 2.22185 4.80755
C -2.87414 1.89637 3.52781
H 1.11286 1.51347 -2.17079
N 0.69103 -1.88922 -3.03639
O -0.66411 1.67711 3.48999
H 2.65273 -3.77727 -3.82893
C 3.07409 -2.27810 -0.14356
C -1.82280 -2.19250 -0.34285
H -0.93994 2.78698 -2.74079
H -0.03686 4.65933 -0.51489
C -2.05839 -0.73203 -0.03602
C 0.76702 -1.37907 1.12435
H -2.92897 2.52814 5.66444
H 1.05131 0.42049 0.01205
H -1.87076 1.58555 -1.08095
H 1.26079 -6.55586 -0.88673
H -0.34555 2.70501 6.63742
H 0.83685 2.92396 5.33162
O 0.10337 2.79606 1.04036
H -0.75310 -0.42741 -2.48348
H 2.08819 5.47525 -3.50413
C 1.72118 3.40343 -3.02573
C 1.04682 2.57866 -1.93410
N -1.10675 2.18486 -0.78519
H -1.57476 4.75843 -1.38145
C 1.28200 -2.63584 1.40737
C 1.97732 -4.03368 -3.02573
H -0.10529 -0.15326 2.59773
H 3.07679 -0.37900 -1.13266
H -2.75759 -2.58235 -0.75918
C 1.17250 -5.58588 -1.35409
C 0.06730 2.26739 5.73371
C 0.20482 -4.70691 -0.92529
H 0.78396 -3.27113 2.12671
H 0.53513 1.31459 5.98182
H 0.08411 6.36108 -2.31878
C 0.15264 5.29991 -2.56490
C -0.42354 2.98327 -1.79391
C -0.73266 -2.32490 -1.36406
O -2.80284 -0.06264 -0.74625
H 2.82120 -4.06311 1.00678
C -0.35035 -1.40310 -2.29303
C 2.57165 -1.01845 -0.42309
H -0.36560 5.14275 -3.51457
C 1.61520 4.89215 -2.71116
C -0.52348 4.47693 -1.47338
H 1.15620 -1.39662 -3.77902
H -3.89990 1.90530 3.22024
C -1.79602 1.56756 2.75795
H 2.14195 5.10079 -1.77806
N -1.41636 -0.17589 1.01496
H 3.96508 -2.63104 -0.64071
C 2.05141 -5.25278 -2.38853
H -0.47079 -4.97522 -0.12667
H 1.54683 2.75164 -0.98021
H -2.75949 1.37876 0.91502
C 2.43181 -3.08214 0.78012
C 0.11220 -3.46149 -1.54476
C -0.79458 2.17005 0.52100
C 1.43027 -0.56861 0.21336
H -1.56828 -2.77009 0.54379
H 2.79956 -5.96939 -2.69396
C 1.00046 -3.14322 -2.59974
H 1.24022 3.20059 -3.98658
C -1.74646 1.22696 1.30985
H -0.94527 -1.69248 2.38368
*
```

## Properties
orbital gap	8.4276	eV
SMILES	Cc1ccc([C@@H](C(=O)NC2CCCCC2)N(Cc2ccccc2)C(=O)Cc2c[nH]c3ccccc23)o1
LUMO level	0.0239	Eh
HOMO energy	-7.8	eV
E	-1553.0328	Ha

=====

# 2
Formula: C30H33N4O5PdS2
Source: the OMol25 dataset
Level of theory: wB97M-V/def2-TZVPD

```
! RIJCOSX wB97M-V def2-TZVPD def2/J DEFGRID3
* xyz 1 5
C -3.16782 0.73575 0.96441
H -0.42472 -7.08305 1.22231
C 2.86188 -1.01365 1.84531
H 5.84718 -0.25345 -1.06479
H -1.09552 5.41985 1.25041
C 1.35708 -0.87515 2.11291
H 1.28418 -3.04335 1.96961
H 1.02658 -3.40625 -1.72459
C 6.24148 2.75735 0.43161
C 5.59028 0.66905 -0.56619
C -0.51082 -4.98775 0.83031
C 6.57868 1.56005 -0.18069
C 0.20118 4.22375 -0.61709
C -3.15812 -0.34545 -0.09149
C -0.50632 3.60125 0.47911
C 3.92398 2.17345 0.30621
C -4.69532 1.99765 -0.49489
H -3.22912 0.28815 1.96321
H -5.54912 2.66895 -0.43929
H 1.77418 -5.73655 -2.18119
H -1.16112 -4.76435 1.66081
C -4.43622 2.63515 1.83571
H -2.20832 1.29525 0.89561
H -1.71942 -1.23325 -3.03249
C -0.06092 -3.96475 0.01301
S 2.91208 -0.09335 -0.85549
H 2.88018 2.39105 0.47521
C -4.13462 -2.36925 -0.97909
C -2.35292 -1.28425 -2.15489
C 4.91458 3.06075 0.68581
H 1.07338 -7.56135 -0.67569
C -4.08252 -1.38845 -0.00639
C 3.20088 -1.42135 0.41961
H -4.03692 2.27445 2.78211
H -0.10762 -2.33255 2.78541
H -4.96742 1.10385 -1.05529
O -0.96792 1.14065 -3.54229
N 1.18088 2.54615 -2.25399
C 0.73518 -6.55235 -0.49759
C -2.27152 -0.31235 -1.16429
C 1.13588 -5.52735 -1.33809
H -3.31442 -3.07695 -2.83039
N -4.27492 1.63895 0.82191
H 0.93468 -0.13705 1.42741
C 4.26608 0.98775 -0.31499
H 4.25838 -1.66915 0.32671
H -5.49452 2.87445 1.95961
C -3.27302 -2.31925 -2.06129
H 4.65198 3.99145 1.16351
H 3.35518 -0.06575 2.08031
Pd -0.36642 0.89825 -1.33749
H 1.23158 -0.48495 3.12461
H -3.92742 3.56875 1.56421
H 7.01518 3.45605 0.70881
H 7.61428 1.32755 -0.37479
C 0.60518 -2.19405 1.97481
O -1.91382 2.51255 -2.12179
O 0.23368 -1.44065 -0.60579
N -1.15032 4.41845 1.34091
C 0.73208 -4.22645 -1.08719
C -0.10072 -6.28445 0.57571
H -3.88662 2.49085 -1.05429
H 2.61488 -2.28195 0.09811
H -4.77112 -1.42365 0.82631
C 0.23998 5.60515 -0.80209
O -0.54812 2.36145 0.64571
C -1.66812 2.13155 -3.28499
C 0.77588 3.37355 -1.54459
H 3.27518 -1.76685 2.52631
O 1.70928 0.67605 -0.41309
H -1.51812 4.02825 2.19221
S -0.46932 -2.24755 0.43261
N 0.25148 6.74655 -0.95119
H -2.11052 2.70855 -4.12049
H -4.85282 -3.17025 -0.89829
*
```

## Properties
orbital gap (spin up / spin down)	8.1514 / 4.1402	eV
LUMO level (spin up / spin down)	-0.0807 / -0.2207	Eh
HOMO energy (spin up / spin down)	-10.3 / -10.1	eV
E	-2682.0027	Ha

=====

# 3
Formula: C30H34Cl2ErNO2S2
Source: the OMol25 dataset
Level of theory: wB97M-V/def2-TZVPD

```
! RIJCOSX wB97M-V def2-TZVPD def2/J DEFGRID3
* xyz 0 4
C -0.46028 2.50998 -3.76494
C -2.32981 -1.02130 -3.76708
H -3.34057 -0.60618 1.67748
Cl -0.61031 -4.32135 -5.76659
C -2.92797 -0.40001 -4.85360
C -3.65169 -1.14847 -5.76825
C -1.80892 -3.10926 -2.39158
H -1.17396 -3.24732 2.89531
C -1.27276 -2.16924 -1.35508
H 3.33883 -0.29222 1.44616
C -0.58909 1.22686 2.38146
H 2.58183 2.12402 1.75140
H 1.98323 2.61895 3.34707
C 0.58032 -1.32986 2.31128
H -0.99222 -3.75527 -2.70450
H 0.31436 2.55793 -4.53211
H 0.18250 -8.32921 -3.22512
H 2.62071 2.41721 -3.72604
H 3.32030 0.49785 3.02002
H -2.56595 -3.73035 -1.90672
H -2.16923 2.53586 3.03219
H 1.81807 1.00777 -4.42543
S 1.95972 0.76316 -0.82908
C 1.21165 -2.69987 2.22006
C -2.70825 -6.58566 -3.21370
C 1.28425 1.40898 -2.34579
H -1.79790 -0.40558 -3.05382
O -0.01164 -2.06089 -1.17259
H 1.17556 3.14708 1.86012
C -1.40063 0.08212 2.32006
H -4.29852 -3.13051 -6.30987
H -4.28150 -4.79274 -3.97952
C -1.21963 2.59181 2.50256
H 1.41968 -3.11082 3.21289
C 1.68627 2.31456 2.33679
C -2.90401 0.21715 2.23806
H -3.35658 0.22622 3.23442
H -2.11210 -8.38855 -2.24800
H 3.13023 0.79312 -3.27093
H -2.83713 0.67222 -4.97459
C 2.88933 -0.31933 2.44538
Cl -4.28572 -6.64941 -2.46822
H -1.29857 1.92862 -4.15696
C -1.12024 -5.53238 -4.63106
H 3.17954 -1.25186 2.92486
H -0.57342 3.26614 3.05987
C -0.20052 -6.51730 -4.31118
C -3.75940 -2.51966 -5.59612
C 0.04131 1.91823 -2.46989
C -0.53798 -7.55460 -3.46022
O -2.06792 -1.43976 -0.68440
Er -0.32347 -0.19120 -0.18951
H 2.14932 -2.66081 1.67035
H 0.56472 -3.39906 1.69596
C -1.70529 -2.41808 2.43544
H -0.83405 3.52052 -3.58506
C 2.26644 1.40383 -3.51075
S -1.17422 2.00882 -1.16264
H -3.18890 1.13692 1.73341
C -2.40921 -5.51347 -4.07616
H 0.78331 -6.46738 -4.75988
C -2.43956 -2.39716 -3.57532
H -2.07739 -2.74805 1.46327
C -3.16426 -3.14198 -4.50992
C -0.81837 -1.19677 2.33318
H -4.12526 -0.66856 -6.61636
C 0.80670 1.09143 2.37096
C 1.38972 -0.18567 2.36910
H -1.39837 3.03461 1.51830
C -1.81068 -7.59151 -2.91633
N -3.37509 -4.55130 -4.33524
H -2.57314 -2.20174 3.05593
*
```

## Properties
orbital gap	7.0649	eV
LUMO level	0.0102	Eh
HOMO energy	-6.8	eV
E	-4100.8203	Ha

=====

# 4
Formula: C30H34FMnN5O3P2S2
Source: the OMol25 dataset
Level of theory: wB97M-V/def2-TZVPD

```
! RIJCOSX wB97M-V def2-TZVPD def2/J DEFGRID3
* xyz 2 2
H -1.25625 2.35265 -4.41912
C -1.18702 -1.72356 1.74184
F -2.71205 1.85566 3.06317
C -2.36294 -0.45604 3.44626
C 4.14811 3.04324 -2.93647
C -3.98305 0.58399 5.02370
H 3.47637 3.75284 -3.41675
H 2.95733 -0.05213 -8.46849
H -0.62761 -4.08604 3.01982
S 0.68613 3.15471 -1.84401
H -4.47749 -0.41885 8.18963
C 3.34106 0.95028 -4.75948
H 0.50426 -3.86019 -0.16588
H -4.64362 0.71373 4.17037
N 1.47517 2.89607 3.22171
S 2.48629 1.33535 0.08278
H 4.38444 -0.73510 -2.36084
C -2.06808 -0.61382 5.86137
H -2.49952 -4.86523 0.70228
H -3.55140 1.56627 5.25648
H -3.50391 0.78087 7.65054
H -1.53938 0.31848 6.11887
C -1.06381 -0.57012 0.95960
H -3.34094 -2.04851 6.86307
H 4.29559 3.33774 -1.89724
N -0.47247 5.45620 0.79006
H 5.19792 0.44346 -7.54589
H 5.10896 3.05429 -3.45167
C -2.24216 0.67785 2.62307
C 4.73858 0.29374 -2.33477
C -0.88070 -4.19939 1.96610
H -0.79589 -0.54352 -5.50512
O 1.38919 -3.01298 -2.32548
H -1.97456 -2.53389 3.58595
N -3.93180 -0.10937 7.38527
O 1.80726 -0.83000 -2.20823
H 0.26344 3.19707 -4.76373
H -0.16613 -4.90504 1.55081
H -5.30759 -0.83846 5.97903
O -0.17194 0.48256 -0.93064
P 0.64091 0.87425 -4.19255
C 4.46408 0.86774 -5.58079
H -3.04569 -4.01599 2.15204
C 3.06401 0.23344 -7.43013
H 4.97155 0.57544 -1.30807
N -0.62981 -2.91385 1.27872
C 1.54415 2.82873 2.07567
H -2.20927 -1.20158 7.94566
H -1.25813 -0.54691 -3.79557
C -0.41355 -0.56489 -4.48470
P 3.44857 1.37420 -3.00262
H -5.57722 0.85188 6.46993
H -1.30840 -1.35285 5.62057
C 1.22280 -1.93446 -1.80610
C -2.84275 -1.10349 7.06740
C 2.07808 0.68287 -5.28108
H -0.42702 2.10101 -5.97182
N -2.96521 -0.41665 4.73004
C 1.94349 0.32283 -6.62084
H 5.45324 1.07581 -5.18804
H -1.53583 1.52679 0.81651
C 1.58290 2.62536 0.64767
H -2.41837 -5.66314 2.27441
Mn 1.38949 1.00709 -1.99745
C 0.33501 -1.79710 -0.60934
C 0.84035 3.45718 -0.19826
C 0.12555 4.57900 0.34827
C -1.62423 0.62807 1.41237
H 0.16395 -1.47395 -4.32315
C -0.28347 2.26493 -4.90370
H 0.96732 0.10773 -7.04027
C 4.32432 0.51052 -6.91121
C -2.29882 -4.70796 1.76281
H 5.64306 0.38457 -2.93536
C -1.84573 -1.64891 2.97760
C -4.82820 0.11455 6.19102
C -0.28223 -0.58633 -0.26002
C 0.09126 -2.91075 0.15236
*
```

## Properties
orbital gap (spin up / spin down)	5.8727 / 5.8474	eV
LUMO level (spin up / spin down)	-0.2584 / -0.2594	Eh
HOMO energy (spin up / spin down)	-12.9 / -12.9	eV
E	-4392.5761	Ha

=====

Which formula does entry 4 have?
C30H34FMnN5O3P2S2

=====

The lowest E belongs to which entry?
C30H34FMnN5O3P2S2

=====

Please write out number 1 again, unchanged.
Formula: C30H33N3O3
Source: the OMol25 dataset
Level of theory: wB97M-V/def2-TZVPD

```
! RIJCOSX wB97M-V def2-TZVPD def2/J DEFGRID3
* xyz 0 1
H 2.77076 3.11366 -3.10900
C -1.01119 2.07588 4.72914
C -0.45291 -0.86928 1.85062
C -2.36490 2.22185 4.80755
C -2.87414 1.89637 3.52781
H 1.11286 1.51347 -2.17079
N 0.69103 -1.88922 -3.03639
O -0.66411 1.67711 3.48999
H 2.65273 -3.77727 -3.82893
C 3.07409 -2.27810 -0.14356
C -1.82280 -2.19250 -0.34285
H -0.93994 2.78698 -2.74079
H -0.03686 4.65933 -0.51489
C -2.05839 -0.73203 -0.03602
C 0.76702 -1.37907 1.12435
H -2.92897 2.52814 5.66444
H 1.05131 0.42049 0.01205
H -1.87076 1.58555 -1.08095
H 1.26079 -6.55586 -0.88673
H -0.34555 2.70501 6.63742
H 0.83685 2.92396 5.33162
O 0.10337 2.79606 1.04036
H -0.75310 -0.42741 -2.48348
H 2.08819 5.47525 -3.50413
C 1.72118 3.40343 -3.02573
C 1.04682 2.57866 -1.93410
N -1.10675 2.18486 -0.78519
H -1.57476 4.75843 -1.38145
C 1.28200 -2.63584 1.40737
C 1.97732 -4.03368 -3.02573
H -0.10529 -0.15326 2.59773
H 3.07679 -0.37900 -1.13266
H -2.75759 -2.58235 -0.75918
C 1.17250 -5.58588 -1.35409
C 0.06730 2.26739 5.73371
C 0.20482 -4.70691 -0.92529
H 0.78396 -3.27113 2.12671
H 0.53513 1.31459 5.98182
H 0.08411 6.36108 -2.31878
C 0.15264 5.29991 -2.56490
C -0.42354 2.98327 -1.79391
C -0.73266 -2.32490 -1.36406
O -2.80284 -0.06264 -0.74625
H 2.82120 -4.06311 1.00678
C -0.35035 -1.40310 -2.29303
C 2.57165 -1.01845 -0.42309
H -0.36560 5.14275 -3.51457
C 1.61520 4.89215 -2.71116
C -0.52348 4.47693 -1.47338
H 1.15620 -1.39662 -3.77902
H -3.89990 1.90530 3.22024
C -1.79602 1.56756 2.75795
H 2.14195 5.10079 -1.77806
N -1.41636 -0.17589 1.01496
H 3.96508 -2.63104 -0.64071
C 2.05141 -5.25278 -2.38853
H -0.47079 -4.97522 -0.12667
H 1.54683 2.75164 -0.98021
H -2.75949 1.37876 0.91502
C 2.43181 -3.08214 0.78012
C 0.11220 -3.46149 -1.54476
C -0.79458 2.17005 0.52100
C 1.43027 -0.56861 0.21336
H -1.56828 -2.77009 0.54379
H 2.79956 -5.96939 -2.69396
C 1.00046 -3.14322 -2.59974
H 1.24022 3.20059 -3.98658
C -1.74646 1.22696 1.30985
H -0.94527 -1.69248 2.38368
*
```

## Properties
orbital gap	8.4276	eV
SMILES	Cc1ccc([C@@H](C(=O)NC2CCCCC2)N(Cc2ccccc2)C(=O)Cc2c[nH]c3ccccc23)o1
LUMO level	0.0239	Eh
HOMO energy	-7.8	eV
E	-1553.0328	Ha